[1]
Entry from the Open Molecules 2025 dataset: a single C9H7Cl2N5S molecule (ωB97M-V with the def2-TZVPD basis set).

```
! wB97M-V def2-TZVPD RIJCOSX def2/J DEFGRID3
* xyz 0 1
S 0.9193 -0.0835 1.4748
C 0.8042 -0.0322 -0.1628
N -0.3904 0.0664 -0.9460
C -1.6124 0.4730 -0.3710
C -1.8898 1.2041 0.7658
C -3.1621 1.1974 1.3971
Cl -3.7043 1.8622 2.9015
C -4.1380 0.4155 0.6953
C -3.8073 -0.1173 -0.5556
C -2.5522 -0.2309 -1.0596
Cl -2.2751 -1.0095 -2.5468
N 1.9206 -0.4861 -0.7979
N 3.2177 -0.5279 -0.1020
C 3.8894 0.3605 0.6748
N 5.1322 -0.1167 0.9531
N 5.2444 -1.2564 0.2671
C 4.0895 -1.5571 -0.3320
H -0.3013 -0.5589 -1.7577
H -1.0705 1.8026 1.2123
H -5.0256 0.3830 1.3107
H -4.7142 -0.4298 -1.0445
H 1.9501 -0.3105 -1.8020
H 3.4610 1.3179 0.8898
H 4.0145 -2.3659 -1.0643
*
```

SMILES = S=C(Nc1cc(Cl)ccc1Cl)Nn1cnnc1
HOMO = -8.7 eV
Molecular weight = 288.2 g mol⁻¹

Let us look at the Mulliken charges, expressed in e, one per atom: number 1, S, carries -0.3045; number 2, C, carries 0.1553; number 3, N, carries -0.2878; number 4, C, carries 0.3261; number 5, C, carries -0.3415; number 6, C, carries 0.0669; number 7, Cl, carries -0.2034; number 8, C, carries -0.6568; number 9, C, carries -0.5283; number 10, C, carries 0.6044; number 11, Cl, carries -0.2711; number 12, N, carries -0.3136; number 13, N, carries 0.0514; number 14, C, carries 0.0962; number 15, N, carries -0.4207; number 16, N, carries -0.4117; number 17, C, carries -0.1561; number 18, H, carries 0.2963; number 19, H, carries 0.4471; number 20, H, carries 0.4000; number 21, H, carries 0.3492; number 22, H, carries 0.2814; number 23, H, carries 0.4339; number 24, H, carries 0.3872


[2]
Entry from the Open Molecules 2025 dataset: a gas-phase ion, C2H4NO3 (charge +1) (ωB97M-V with the def2-TZVPD basis set).

```
! wB97M-V def2-TZVPD RIJCOSX def2/J DEFGRID3
* xyz 1 1
C -0.5667 0.1925 0.2964
C 1.1133 -0.3658 -1.2702
N -1.1845 0.3596 1.7148
O -0.4102 1.0366 2.2899
O -2.2153 -0.1498 2.0669
O 0.5220 -0.3868 0.0342
H -1.2479 0.6835 -0.5354
H 2.1575 -0.0378 -1.2694
H 0.4748 0.0602 -1.9825
H 1.3571 -1.3922 -1.3447
*
```

HOMO = -17.3 eV
Molecular weight = 90.1 g mol⁻¹

Let us look at the Mulliken charges, expressed in e, one per atom: number 1, C, carries 0.2725; number 2, C, carries -0.5406; number 3, N, carries 0.8981; number 4, O, carries -0.3969; number 5, O, carries -0.3974; number 6, O, carries -0.0996; number 7, H, carries 0.3246; number 8, H, carries 0.2914; number 9, H, carries 0.3608; number 10, H, carries 0.2870


[3]
Entry from the Open Molecules 2025 dataset: a single C4H3NO3 molecule (ωB97M-V with the def2-TZVPD basis set).

```
! wB97M-V def2-TZVPD RIJCOSX def2/J DEFGRID3
* xyz 0 1
O -0.4861 -1.1018 -2.9562
C -0.4593 -0.8190 -1.8018
N -1.4425 -1.4973 -0.7978
C -0.8375 -1.1463 0.3153
C 0.2871 -0.0417 0.1343
C 0.7484 1.0690 0.7020
O 0.8463 0.9495 2.0573
O 0.2151 0.1924 -1.2237
H -1.2481 -1.2177 1.3179
H 1.0310 1.9389 -0.1029
H 1.3455 1.6742 2.3556
*
```

SMILES = O=C1N=C/C(=C\O)O1
HOMO = -9.3 eV
Molecular weight = 113.1 g mol⁻¹

Let us look at the Mulliken charges, expressed in e, one per atom: number 1, O, carries -0.4691; number 2, C, carries 0.4864; number 3, N, carries -0.3837; number 4, C, carries -0.0681; number 5, C, carries 0.3279; number 6, C, carries -0.1389; number 7, O, carries -0.4232; number 8, O, carries -0.3076; number 9, H, carries 0.3748; number 10, H, carries 0.2771; number 11, H, carries 0.3245


[4]
Entry from the Open Molecules 2025 dataset: 9 unconnected molecules or ions with the total composition C30H61N9O10 (ωB97M-V with the def2-TZVPD basis set).

```
! wB97M-V def2-TZVPD RIJCOSX def2/J DEFGRID3
* xyz 0 1
O 0.2109 2.0046 1.7083
N -0.1304 2.4263 2.8451
O -1.2083 2.8510 3.1153
C 0.8613 2.7311 3.8427
C 0.3827 2.8317 5.3595
C 1.4564 3.1222 6.5309
C 2.9070 3.2449 6.0812
C 3.3473 3.2407 4.7932
C 2.3010 3.1743 3.5973
H -0.7145 2.8306 5.5685
H 1.0192 3.2374 7.4273
H 3.5566 3.1490 6.9855
H 4.3019 3.4436 4.5317
H 2.8413 3.2506 2.5369
C -0.6520 5.3703 0.6718
N 0.0784 5.1205 -0.5476
C 1.4071 4.5800 -0.6903
C -0.7028 5.2637 -1.6895
O -0.3032 5.1864 -2.7586
H -1.1560 6.4373 1.1205
H -0.1150 5.0268 1.4618
H -1.5365 4.5726 0.7072
H 1.8706 4.2942 0.1748
H 2.0710 5.1790 -1.0910
H 1.4699 3.5599 -1.3252
H -1.6397 5.7292 -1.3141
C 0.7881 0.3568 -1.5118
N -0.6942 0.5014 -1.4472
C -1.4939 -0.6455 -1.6478
C -1.2436 1.7216 -1.0715
O -2.4597 1.9122 -1.0373
H 1.1436 1.3343 -1.5195
H 1.1218 -0.1315 -2.3900
H 1.1742 -0.2214 -0.5274
H -2.5918 -0.3175 -1.6925
H -1.3559 -1.4659 -0.9886
H -1.3129 -1.1175 -2.6387
H -0.3853 2.3750 -1.0494
C 2.6971 -0.3421 2.2251
N 3.9850 -0.1852 1.5541
C 4.8909 -1.2844 1.5695
C 4.2383 1.0112 0.9583
O 5.4561 1.2316 0.6462
H 2.3503 -1.3673 2.5045
H 1.7846 -0.3229 1.6694
H 2.6182 0.3326 2.9475
H 4.9688 -1.5369 2.5714
H 5.7178 -0.9991 1.0898
H 4.4646 -2.2485 0.9930
H 3.4327 1.6860 0.9582
C -0.9685 1.4824 -4.9910
N -0.6335 2.6404 -5.8920
C 0.4036 3.5197 -5.5091
C -1.3277 2.7382 -7.0781
O -1.1046 3.6556 -7.8844
H -1.4484 0.7038 -5.7039
H -1.7307 1.8682 -4.3066
H -0.1390 1.1570 -4.2832
H -0.0642 4.3380 -5.2890
H 0.8121 3.6265 -6.4401
H 0.7936 2.9170 -4.8278
H -2.0232 1.9312 -7.2644
C -3.5535 0.7029 2.3862
N -2.9156 -0.2501 3.1263
C -1.8151 -1.0306 2.4596
C -3.3212 -0.5440 4.3528
O -2.7754 -1.3459 5.2144
H -4.2661 0.1766 1.8852
H -2.8586 1.2293 1.8852
H -4.2535 1.4157 2.8029
H -2.1732 -2.0460 1.9316
H -1.2774 -1.4264 3.2527
H -1.3208 -0.5263 1.8459
H -4.1238 -0.1750 4.7027
C 4.1342 -3.6539 -1.8156
N 3.6710 -2.6831 -2.8496
C 3.2740 -3.3471 -4.0763
C 3.7362 -1.3367 -2.6632
O 3.4462 -0.6200 -3.5768
H 3.2568 -4.0143 -1.5528
H 4.6953 -3.2424 -0.7856
H 4.8151 -4.3130 -2.5535
H 3.0058 -4.4368 -3.9406
H 4.1395 -3.3498 -4.9213
H 2.3452 -2.8627 -4.3772
H 3.9846 -0.8630 -1.6989
C -5.0626 -4.7035 -0.7780
N -5.6292 -3.3691 -0.9557
C -5.0609 -2.3070 -0.0134
C -6.2864 -3.1785 -2.0736
O -6.6752 -1.9460 -2.3729
H -5.9841 -5.2263 -0.6247
H -4.6095 -5.0015 0.0425
H -4.4496 -5.0049 -1.5793
H -5.8042 -1.5126 0.0017
H -4.1755 -1.8662 -0.5245
H -4.8074 -2.6228 0.8986
H -6.4310 -4.0308 -2.7328
C -0.8884 -5.0598 2.1344
N 0.2946 -4.3839 1.5128
C 0.0657 -3.7604 0.1601
C 1.4210 -4.5990 2.1507
O 2.4390 -4.0201 1.7379
H -0.8026 -6.0248 1.9760
H -1.7941 -4.7816 1.7112
H -0.8319 -4.7793 3.2762
H -0.2740 -2.7832 0.3735
H -0.7915 -4.1747 -0.4837
H 1.0535 -3.7172 -0.3759
H 1.4462 -5.3172 3.1656
*
```

SMILES = O=[N+]([O-])c1ccccc1.CN(C)C=O.CN(C)C=O.CN(C)C=O.CN(C)C=O.CN(C)C=O.CN(C)C=O.CN(C)C=O.CN(C)C=O
HOMO = -8.4 eV
Molecular weight = 707.9 g mol⁻¹

These are the Mulliken partial charges, in e, on atoms 1 to 99: number 1, O, carries 0.1157; number 2, N, carries 0.7385; number 3, O, carries -0.5440; number 4, C, carries 0.2051; number 5, C, carries -0.5316; number 6, C, carries -0.5910; number 7, C, carries -0.4075; number 8, C, carries -0.7232; number 9, C, carries -0.0254; number 10, H, carries 0.3708; number 11, H, carries 0.5095; number 12, H, carries 0.3015; number 13, H, carries 0.5900; number 14, H, carries 0.1656; number 15, C, carries -0.9062; number 16, N, carries 0.1580; number 17, C, carries -0.6567; number 18, C, carries -0.0930; number 19, O, carries -0.4353; number 20, H, carries 0.1857; number 21, H, carries 0.2723; number 22, H, carries 0.3229; number 23, H, carries 0.0540; number 24, H, carries 0.7017; number 25, H, carries -0.0711; number 26, H, carries 0.3791; number 27, C, carries -0.5475; number 28, N, carries 0.9497; number 29, C, carries -0.7870; number 30, C, carries 0.7941; number 31, O, carries -0.7468; number 32, H, carries -0.1197; number 33, H, carries 0.7281; number 34, H, carries -0.4598; number 35, H, carries 0.2732; number 36, H, carries -0.1149; number 37, H, carries 0.3681; number 38, H, carries -0.2969; number 39, C, carries -1.1819; number 40, N, carries 0.1971; number 41, C, carries -0.8260; number 42, C, carries 0.1683; number 43, O, carries -0.7076; number 44, H, carries 0.3785; number 45, H, carries 0.0763; number 46, H, carries 0.7136; number 47, H, carries 0.5019; number 48, H, carries 0.5010; number 49, H, carries -0.1011; number 50, H, carries 0.2975; number 51, C, carries -0.4958; number 52, N, carries 0.0955; number 53, C, carries -1.3466; number 54, C, carries 0.1237; number 55, O, carries -0.6211; number 56, H, carries 0.2291; number 57, H, carries 0.3709; number 58, H, carries -0.1022; number 59, H, carries 0.4969; number 60, H, carries 0.4600; number 61, H, carries 0.4472; number 62, H, carries 0.2910; number 63, C, carries -1.1180; number 64, N, carries 0.4864; number 65, C, carries -0.4585; number 66, C, carries -0.2669; number 67, O, carries -0.6696; number 68, H, carries 0.3950; number 69, H, carries 0.3369; number 70, H, carries 0.3686; number 71, H, carries -0.1006; number 72, H, carries 0.4417; number 73, H, carries -0.0772; number 74, H, carries 0.6443; number 75, C, carries -0.8624; number 76, N, carries 0.2159; number 77, C, carries -0.9946; number 78, C, carries 0.0209; number 79, O, carries -0.6134; number 80, H, carries 0.3739; number 81, H, carries 0.0871; number 82, H, carries 0.3741; number 83, H, carries 0.3707; number 84, H, carries 0.2591; number 85, H, carries 0.3489; number 86, H, carries 0.3949; number 87, C, carries -1.3620; number 88, N, carries 0.1438; number 89, C, carries -0.9852; number 90, C, carries 0.0815; number 91, O, carries -0.6460; number 92, H, carries 0.5241; number 93, H, carries 0.4229; number 94, H, carries 0.3665; number 95, H, carries 0.4075; number 96, H, carries 0.2526; number 97, H, carries 0.4236; number 98, H, carries 0.3678; number 99, C, carries -1.2906


Relative energy (zero: lowest compared OMol25 entry of this formula, charge and spin) for every record listed, in sequence, given in kJ/mol: 81.69; 109.64; 314.23; 189.28.
Max |F| for every record listed, in sequence, given in eV/A: 6.0; 4.2; 5.1; 10.6.
HOMO-LUMO gap for every record listed, in sequence, given in eV: 8.70; 9.97; 9.06; 6.77.